Computed, not measured: a single C19H23NO4S molecule at a distorted geometry, with wB97M-V/def2-TZVPD.

Cartesian coordinates (Å):
C1 0.2731 1.5652 2.7319
C2 0.7733 0.6850 1.6279
C3 1.9102 1.0417 0.9220
C4 2.4226 0.2707 -0.1187
C5 1.7264 -0.8828 -0.4444
C6 0.5933 -1.2506 0.2597
C7 0.0895 -0.4976 1.3075
C8 -1.1202 -0.9020 2.0865
H1 -0.9175 -0.8308 3.1540
H2 -1.4058 -1.9212 1.8535
H3 -1.9569 -0.2392 1.8631
S1 -0.2168 -2.7148 -0.3989
O1 -0.8344 -3.5232 0.6083
O2 0.6713 -3.3499 -1.3237
N1 -1.4338 -2.0385 -1.3640
C9 -2.5882 -1.4741 -0.8307
C10 -2.9559 -0.1699 -1.1379
C11 -4.1257 0.3713 -0.6127
C12 -4.9310 -0.3879 0.2323
C13 -4.5607 -1.6868 0.5340
C14 -3.4065 -2.2354 0.0052
H4 -3.1134 -3.2461 0.2364
H5 -5.1830 -2.2843 1.1826
H6 -5.8330 0.0409 0.6381
C15 -4.4660 1.7650 -0.9703
O3 -3.7745 2.4888 -1.6445
O4 -5.6396 2.1766 -0.4655
H7 -5.8092 3.0915 -0.7391
H8 -2.3473 0.4406 -1.7892
H9 -1.0087 -1.4996 -2.1043
H10 2.0387 -1.5410 -1.2363
C16 3.6891 0.7043 -0.8369
C17 4.8397 0.7443 0.1787
H11 5.7637 1.0359 -0.3155
H12 4.6408 1.4549 0.9762
H13 4.9811 -0.2380 0.6238
C18 3.4776 2.0999 -1.4403
H14 2.6408 2.0877 -2.1351
H15 4.3692 2.4102 -1.9803
H16 3.2724 2.8401 -0.6722
C19 4.0750 -0.2552 -1.9651
H17 3.2962 -0.3028 -2.7222
H18 4.9876 0.0960 -2.4423
H19 4.2584 -1.2559 -1.5827
H20 2.4115 1.9562 1.2021
H21 -0.7665 1.8393 2.5608
H22 0.8661 2.4734 2.7988
H23 0.3272 1.0482 3.6894

Computed properties:
Lowest unoccupied orbital energy = 0.25 eV
HOMO-LUMO gap = 0.339 hartree
DFT total energy = -1491.75051 Ha
Energy above the lowest of the compared OMol25 structures with the same formula, charge and spin = 2.4 kcal/mol
SMILES = Cc1cc(C(C)(C)C)cc(S(=O)(=O)Nc2cccc(C(=O)O)c2)c1C